Entry 1:
The following is a DFT calculation (the ωB97M-V functional and the def2-TZVPD basis) of a molecular structure, H80O40 at a distorted geometry.

- E_LUMO: -0.645 eV
- Kohn-Sham gap: 9.1 eV
- 2S+1: 1
- E_tot: -83188.473 eV

The geometry in XYZ format:
```
120
Properties=species:S:1:pos:R:3:forces:R:3
H 0.718804 -3.312206 -0.111706 -0.102 -0.165 -1.073
H 0.798942 -4.243353 -1.463611 0.535 0.706 1.083
O 0.901079 -4.197732 -0.492255 0.367 -0.439 0.069
H 0.192726 -3.239985 -6.044216 1.906 -1.396 1.936
H 1.671491 -3.567048 -5.682198 2.510 0.602 -0.753
O 0.819826 -3.708972 -5.368194 -4.607 0.691 -0.933
H -1.284127 -0.642604 -1.332682 0.203 2.899 0.756
H -1.743473 -0.707967 -0.115304 -1.403 0.101 1.485
O -1.379960 0.058905 -0.568335 -0.256 -1.516 -3.021
H -5.199714 1.049042 3.028650 -0.874 -2.120 1.942
H -6.028880 -0.178188 2.808673 0.732 0.212 1.747
O -5.502954 0.205048 3.581007 -0.096 1.926 -3.823
H -4.809647 2.904601 1.283259 -4.088 5.903 -5.232
H -3.509656 2.054941 1.376970 -1.256 1.022 -0.582
O -4.376278 2.343725 1.747831 4.926 -6.341 4.953
H 2.260616 -1.103405 -3.687742 -0.881 0.977 0.306
O 2.779506 -1.554431 -4.324604 0.583 -3.792 2.199
H -4.543096 0.923977 -2.919808 0.148 3.041 0.427
O -4.760299 1.754127 -2.382974 -1.316 -5.284 1.241
H -4.354162 -3.581599 -1.743387 0.245 -0.129 0.047
H -4.138702 -3.121592 -3.253540 -1.667 -0.787 2.284
O -4.838744 -3.416417 -2.552326 1.300 0.659 -2.210
H 1.675175 -2.756562 1.993947 -1.641 -0.106 1.500
H 0.691725 -1.918618 2.782240 -0.394 2.271 0.572
O 0.841705 -2.804746 2.564378 1.634 -2.491 -2.366
H -4.365943 -1.043947 -3.989529 -1.234 0.315 0.471
H -3.411468 -0.828370 -2.697739 -0.628 0.806 2.935
O -3.530766 -1.092359 -3.561378 1.727 -1.153 -3.391
H 4.800730 0.236953 -3.117491 1.504 -1.727 -1.899
H 4.793361 -1.241465 -3.568151 0.071 0.076 -0.239
O 5.321669 -0.440452 -3.701012 -1.247 1.649 2.045
H 3.279403 2.090320 -5.118315 -0.731 -0.912 1.287
O 3.204699 1.300370 -4.528308 1.671 0.408 -1.765
H 4.917834 3.368744 2.361831 -0.615 1.416 0.629
H 5.383936 2.441785 1.481269 -1.229 2.974 -1.786
O 4.953212 3.427626 1.399828 1.632 -4.523 1.147
H 0.563126 -0.306500 -2.262870 0.728 1.050 3.450
H 0.125805 -1.512211 -3.052276 0.807 2.601 -0.626
O 0.438015 -0.511789 -3.142784 -1.409 -4.099 -2.403
H -3.800339 3.101573 -1.473243 -1.356 -4.808 -1.380
H -2.676858 3.809414 -1.094122 2.841 0.442 0.351
O -3.596204 3.880628 -1.111830 -0.898 4.560 1.989
H -0.116899 -0.741299 0.368226 1.876 -1.086 -1.218
H 1.340648 -1.226755 0.484714 -2.093 -0.532 -1.904
O 0.520806 -1.383788 -0.122203 1.867 0.765 2.290
H 3.614185 0.765948 4.744973 0.889 0.026 -0.133
H 2.756022 -0.300007 4.309904 1.057 -0.703 -0.283
O 3.721865 -0.083446 4.285567 -1.810 1.090 0.430
H 0.528237 -4.782379 1.637635 -0.306 1.667 -1.125
H 0.696431 -5.891082 2.430385 -2.730 -0.049 -1.405
O -0.038202 -5.524786 1.784447 2.579 -1.951 2.708
H 1.050016 4.546238 0.762127 -0.483 0.745 0.347
O 1.531759 4.788154 1.582037 0.612 -1.701 -1.542
H -3.131113 -2.019151 3.905009 -2.129 -2.469 0.852
H -3.038185 -0.782296 3.073154 -2.308 2.519 -2.413
O -2.609324 -1.324799 3.645208 4.212 -0.990 1.774
H 1.907994 3.827165 4.919042 -1.307 -0.256 2.513
O 2.251972 3.620360 4.088003 -1.552 -5.892 -0.007
H 3.796805 -2.290223 -0.167935 -0.968 2.798 1.730
H 3.436090 -3.808216 -0.197063 0.465 1.363 -0.549
O 3.970850 -3.069831 -0.592990 -0.237 -4.484 -1.198
H 4.348606 -0.712770 1.101724 -0.247 -1.836 1.763
H 3.751707 0.523649 0.610232 -1.335 1.088 -0.243
O 4.535926 0.015341 0.567021 1.416 0.850 -1.284
H 3.845998 -2.278961 4.212232 -3.154 -0.295 -0.457
H 2.674965 -3.267280 4.199296 -1.260 -5.491 1.218
O 2.831198 -2.423690 4.006044 4.862 5.610 -0.545
H -0.278601 6.658758 -2.239876 -1.122 2.879 0.372
H -0.571177 5.255187 -1.744529 -1.952 -1.340 1.882
O -0.040969 5.782029 -2.267340 3.069 -1.642 -2.182
H -0.300757 2.686151 -1.005767 -1.061 3.261 0.487
H -1.140639 2.632282 0.065035 -0.076 1.960 0.110
O -0.747493 3.449573 -0.397233 0.760 -5.045 -0.432
H -0.118709 3.392512 3.048289 0.988 -2.390 -0.737
H -0.889028 3.439303 1.888213 -0.727 0.112 -1.023
O -0.753735 2.796016 2.590064 1.281 1.090 0.540
H -3.814179 -5.745052 0.127463 0.039 1.922 -0.033
H -2.648278 -5.034205 0.765364 -1.754 0.984 -0.957
O -3.533353 -4.792922 0.304102 1.930 -2.815 0.971
H -1.258915 0.253400 -5.543063 -0.528 0.489 0.335
H -0.706117 0.386184 -4.193629 0.903 -0.807 0.676
O -1.422241 0.734545 -4.709956 -0.334 0.195 -1.477
H 2.225644 2.410068 -0.333301 0.050 -2.583 -1.971
H 1.276216 1.993124 -1.432282 0.725 -0.818 -0.330
O 2.074104 1.612292 -1.000783 -0.344 3.244 2.201
H 6.172222 -1.569776 0.041395 1.632 -1.048 -0.211
H 5.446856 -1.294321 -1.011648 1.221 -0.924 -1.733
O 6.272959 -1.854441 -0.899898 -1.951 2.271 1.738
H -0.935980 -1.445518 5.245538 0.425 0.605 1.003
O -0.319684 -0.700364 5.077178 -0.739 -1.182 -0.601
H -1.665033 4.486808 4.962844 3.027 0.932 -2.114
H -0.527435 4.242768 3.670318 -2.338 2.537 3.896
O -0.794821 4.856889 4.481176 -1.355 -2.416 0.460
H 2.234174 4.114559 1.440375 0.127 0.790 0.893
H 2.895842 -1.097452 -5.094218 0.388 2.505 -2.641
H 2.566833 4.409189 3.902945 2.730 6.055 -2.402
H -4.563615 2.632202 -2.525448 0.643 2.050 -2.606
H 2.469893 1.272263 -3.945427 -1.222 0.798 0.470
H -0.484030 -0.806078 4.128190 0.520 0.859 -0.314
O -0.644674 -5.617815 -2.889179 -1.155 -3.246 4.864
H -0.265053 -5.145369 -3.535293 2.432 2.655 -4.207
H 0.073446 -6.101974 -2.406733 -0.974 0.505 -0.841
O 0.056711 0.073013 1.879005 1.524 4.154 2.340
H 0.560059 1.119656 2.227664 -3.275 -4.676 -1.612
H -0.940112 0.108618 1.986966 1.529 0.885 0.121
O -2.799050 -2.035843 -0.127622 -0.481 -2.262 -1.782
H -2.903901 -2.987674 -0.496535 0.506 2.100 0.481
H -2.916258 -2.213691 0.780928 -0.389 -0.092 1.983
O -0.187942 2.128274 -2.673916 -0.541 1.340 -3.156
H -0.282167 2.622534 -3.576487 0.844 -0.413 2.420
H -0.850842 1.485475 -2.944855 -0.311 -0.583 0.936
O -1.256609 -3.083430 -1.972657 1.061 1.095 0.810
H -0.727261 -3.913761 -1.913258 -1.114 0.667 -0.046
H -0.913298 -2.471624 -1.246637 -0.423 -1.737 -1.159
O -0.883692 5.885904 2.120381 -2.281 -0.100 2.489
H -0.734852 5.783639 3.118321 -1.608 0.782 -1.371
H 0.008136 5.833857 1.954906 3.416 0.192 -1.765
O -2.534291 0.902727 2.604162 -1.826 0.349 -1.279
H -2.040274 0.994958 3.397490 0.629 0.371 1.274
H -3.398531 1.381163 2.734487 1.423 -0.819 0.541
```
Positions in Å, forces in eV/Å.

=====

Entry 2:
The following is a DFT calculation (the ωB97M-V functional and the def2-TZVPD basis) of 40 unconnected molecules or ions with the total composition H80O40 at a distorted geometry.

- E_LUMO: -0.718 eV
- Kohn-Sham gap: 9.7 eV
- 2S+1: 1
- E_tot: -83188.470 eV

The geometry in XYZ format:
```
120
Properties=species:S:1:pos:R:3:forces:R:3
H 2.279913 4.937884 2.572050 -1.035 -1.670 -0.081
H 0.832604 4.649454 2.846307 -0.086 0.466 0.330
O 1.603928 4.192256 2.526730 1.306 1.532 -0.540
H -3.361255 -1.723786 3.230264 0.190 0.028 -0.836
H -4.699688 -0.911011 3.408029 2.793 -2.146 1.840
O -3.965518 -1.496542 3.922233 -3.350 2.258 -0.701
H 1.238944 2.478577 -2.935488 -0.267 0.245 0.867
H 1.865417 1.816862 -4.062379 -1.022 -0.275 0.066
O 0.963535 1.946239 -3.682507 1.098 0.299 -0.144
H -1.659660 0.973845 -5.361251 -0.751 -1.887 -0.660
H -2.759558 -0.116864 -5.221825 -0.609 -0.126 0.478
O -1.901957 0.022661 -5.604626 1.303 2.163 -0.113
H 2.343016 2.621899 3.858958 -2.909 -1.098 -1.745
H 3.784876 2.659657 3.927266 2.985 -1.343 -1.051
O 3.033542 3.025491 4.279974 0.441 2.418 3.384
H -4.036891 -0.238820 -0.948714 1.405 1.690 -0.244
O -3.436187 0.446029 -1.413506 -1.257 -1.810 0.707
H 3.300540 0.953346 2.738244 -0.342 1.860 -1.370
O 3.585680 0.195120 3.179406 -2.339 -1.789 2.235
H -0.506443 0.155734 -0.154334 -0.966 2.221 -1.179
H 0.453703 -0.058205 1.023548 1.560 1.553 1.400
O -0.086349 -0.449414 0.394600 -1.172 -3.835 -0.122
H -2.140011 -4.434392 3.525965 1.353 2.889 -0.599
H -1.657989 -2.984104 3.925843 -0.026 2.263 4.399
O -1.658389 -3.560265 3.244536 -0.945 -5.813 -2.746
H 0.338474 -4.621400 -1.133803 0.115 0.642 -0.756
H -0.121605 -6.047054 -0.777919 0.565 2.330 1.087
O 0.081788 -5.128483 -0.375577 -0.573 -2.889 -0.190
H -2.204937 1.493666 1.758010 4.978 0.095 -0.233
H -3.344896 1.019194 1.281414 -0.872 1.144 1.456
O -3.050142 1.668293 2.008160 -4.204 -1.122 -1.452
H 2.378052 -5.670528 1.038918 -0.509 -0.701 -1.096
O 3.205168 -5.907888 0.581483 -2.180 -0.463 -0.658
H 2.276343 -1.432283 2.383620 -0.943 -0.287 -0.850
H 2.225249 -2.387006 1.290696 1.635 -1.338 -1.856
O 1.640851 -1.834433 1.729906 -0.645 2.077 2.631
H -0.562362 4.363385 2.724526 -3.569 0.864 1.702
H -1.221734 5.623054 3.206703 0.275 3.674 -0.319
O -1.360454 4.733722 3.321222 2.551 -4.807 -1.494
H 3.036198 -0.505823 -1.153202 -2.090 0.795 2.819
H 1.717703 -1.110403 -0.202949 3.154 4.141 -0.526
O 2.483276 -0.249280 -0.282179 -0.751 -4.747 -2.543
H -4.881504 2.974258 0.033028 0.822 -0.357 -3.829
H -5.536818 3.168527 -1.395157 2.482 -0.610 0.535
O -4.606258 2.895130 -1.053642 -3.782 1.027 2.595
H -3.834806 -1.989429 0.951064 4.386 -2.221 3.048
H -4.740228 -2.342741 -0.160455 0.350 2.432 2.109
O -4.459911 -1.568095 0.491910 -5.577 -0.125 -5.709
H 0.374816 -3.514043 -3.602837 -3.477 -0.945 -0.204
H -0.976462 -2.834079 -3.803328 -0.672 0.543 -0.396
O -0.661434 -3.716493 -3.647642 3.754 -0.424 0.607
H 1.834590 -0.599798 -3.977530 1.154 0.247 -2.598
O 2.020297 -0.612277 -5.002278 0.028 0.654 2.249
H -0.718909 -2.103455 -6.257598 3.406 -0.479 2.209
H 0.672673 -1.332566 -5.768744 -1.248 -2.317 0.126
O 0.190160 -2.247287 -5.694520 -2.399 2.664 -2.626
H -2.186991 -6.224012 -2.150887 0.998 -3.298 1.392
O -2.378541 -5.448835 -2.574506 0.810 2.844 -3.042
H -0.547884 0.368378 -3.869707 -0.213 0.009 1.748
H -0.813034 0.679426 -2.300247 0.072 0.976 -0.093
O -0.776810 0.016486 -2.975800 -0.853 -0.814 -1.436
H 0.925722 -1.704446 -3.581614 0.026 -0.489 -0.382
H 0.021355 -1.559544 -2.499636 -1.408 0.799 0.892
O 0.940445 -1.717497 -2.621557 2.152 -1.128 -0.174
H -3.883986 -3.900260 -1.373652 0.198 -0.248 -0.772
H -3.508405 -5.382438 -1.143122 -0.602 1.397 0.036
O -4.105786 -4.657481 -0.867908 -0.736 -1.466 1.654
H 5.217903 -0.959541 1.258131 1.632 1.080 -1.597
H 6.471291 0.020800 1.293542 -1.274 -1.563 -1.488
O 5.931294 -0.554381 0.640496 -0.349 0.666 3.137
H -0.222148 2.945804 5.195060 -0.037 0.911 -1.627
H -0.030321 1.809672 6.115531 -0.582 1.345 0.388
O -0.357375 2.748856 6.098729 0.527 -2.181 1.261
H -0.367537 2.812348 -0.973877 0.038 0.223 -0.077
H 0.739929 1.806518 -0.710343 2.423 -1.239 -1.285
O 0.050535 2.252312 -0.303294 -2.550 0.749 1.451
H -1.566989 5.619668 0.916993 -4.673 -0.847 1.079
H -0.435223 5.108854 0.246607 0.554 0.873 0.181
O -0.728490 5.891427 0.770914 4.253 -0.066 -1.476
H 2.017498 4.180832 -0.643420 3.142 -0.930 3.083
H 1.665513 5.029306 -1.797717 0.951 2.073 -1.514
O 1.386536 4.344977 -1.256527 -4.067 -0.968 -1.705
H -5.464750 3.410632 2.297633 0.223 0.720 -2.554
H -4.155560 3.488331 1.497301 -2.764 0.788 -0.423
O -5.184696 3.719074 1.351472 2.909 -1.486 3.720
H 1.028287 1.472550 -6.095463 -0.249 -0.925 0.197
H 0.737604 2.799981 -5.270109 1.226 -1.516 -2.162
O 1.210216 2.398891 -6.096084 -0.840 2.519 0.840
H 3.514952 1.715609 1.412304 -0.652 1.473 -2.003
O 3.513023 2.370073 0.635694 2.701 -1.985 1.586
H 2.189054 -3.827530 2.017975 -2.002 -0.443 -1.502
H 2.308141 -4.660056 3.344681 -1.769 -2.951 1.516
O 2.590709 -3.979049 2.827848 3.775 2.670 0.734
H 2.705046 -1.264526 -5.224025 -0.253 0.262 0.506
H -3.992058 0.828823 -2.106079 0.099 0.327 0.407
H -1.591007 -5.216252 -3.166233 -1.398 -0.002 1.152
H 2.702631 0.087066 3.776041 3.025 -0.181 -0.959
H 3.712211 -5.491507 1.224644 2.687 1.046 1.586
H 4.477502 2.167707 0.388810 -1.858 0.711 -0.149
O -2.287407 -1.653470 1.668689 2.815 2.289 -1.380
H -1.342727 -1.315588 1.451355 -2.006 0.104 -1.374
H -1.910124 -2.033581 2.424526 -0.083 -2.085 1.831
O -1.928625 3.494688 -1.846357 6.999 5.208 -3.898
H -2.441127 2.932060 -1.460889 -6.208 -4.580 3.401
H -2.236708 4.331197 -2.204526 -0.826 -0.700 0.521
O 2.292143 -0.790840 5.110707 -1.490 0.840 -8.657
H 2.798845 -1.502996 4.951023 2.723 -3.849 0.335
H 2.072562 -0.477941 5.859059 -1.681 2.677 8.829
O 3.094982 1.577790 -2.130029 -0.281 -0.714 2.439
H 3.930967 1.870958 -2.476069 0.786 0.227 0.265
H 3.179581 1.404238 -1.104296 -0.124 0.785 -2.833
O -0.880992 -2.333732 6.134297 0.173 2.450 -1.263
H 0.029829 -1.997012 5.813799 -2.459 -0.533 0.614
H -1.585164 -1.597413 5.948104 2.163 -1.830 0.461
O 6.284978 2.015134 -1.284184 0.072 -5.039 -3.279
H 6.539734 1.055705 -1.016762 -0.793 2.274 -0.800
H 6.365123 2.464884 -0.521913 0.656 2.763 4.116
O -3.816961 -2.159470 -2.599711 0.030 -1.915 -1.809
H -3.455588 -2.759077 -1.950835 0.677 0.899 -0.012
H -4.072163 -1.358668 -2.205203 0.042 1.407 0.953
```
Positions in Å, forces in eV/Å.

=====

HOMO (computed, eV): -9.74, -10.39
Relative energy (zero: lowest compared OMol25 entry of this formula, charge and spin) (computed, eV): 17.3421, 17.3454